DFT (ωB97M-V with the def2-TZVPD basis set) results for an isolated molecule of C20H26N2O5.

Last columns: bonded neighbours and bond lengths (Å).
CARTESIAN COORDINATES (ANGSTROEM)
1 C -6.3805 -0.5598 -1.6858  H2 1.095, O3 1.406, H52 1.089, H53 1.095
2 H -6.8611 0.4190 -1.5902  C1 1.095
3 O -5.4726 -0.7951 -0.6388  C1 1.406, C4 1.370
4 C -4.3911 0.0372 -0.5132  O3 1.370, C5 1.386, C9 1.407
5 C -4.1621 1.1278 -1.3368  C4 1.386, C6 1.382, H51 1.077
6 C -3.0712 1.9481 -1.1214  C5 1.382, C7 1.380, H50 1.079
7 C -2.1823 1.7057 -0.0936  C6 1.380, C8 1.401, C20 1.510
8 C -2.3920 0.5989 0.7395  C7 1.401, C9 1.401, O15 1.369
9 C -3.4950 -0.2409 0.5352  C4 1.407, C8 1.401, O10 1.377
10 O -3.6860 -1.2744 1.4247  C9 1.377, C11 1.413
11 C -4.0772 -2.5354 0.9204  O10 1.413, H12 1.091, H13 1.091, H14 1.093
12 H -5.1576 -2.5942 0.7778  C11 1.091
13 H -3.7697 -3.2625 1.6736  C11 1.091
14 H -3.5782 -2.7597 -0.0260  C11 1.093
15 O -1.4887 0.4395 1.7563  C8 1.369, C16 1.411
16 C -1.1215 -0.8577 2.1719  O15 1.411, H17 1.091, H18 1.092, H19 1.093
17 H -0.1597 -0.7417 2.6747  C16 1.091
18 H -1.8494 -1.2811 2.8670  C16 1.092
19 H -1.0023 -1.5307 1.3188  C16 1.093
20 C -1.0104 2.6334 0.1194  C7 1.510, N21 1.455, H48 1.096, H49 1.092
21 N 0.2618 1.9623 0.3395  C20 1.455, C22 1.350, C44 1.442
22 C 0.6327 1.0083 -0.5409  N21 1.350, O23 1.226, C24 1.480
23 O -0.0857 0.6523 -1.4679  C22 1.226
24 C 1.9563 0.3680 -0.3730  C22 1.480, C25 1.376, N28 1.372
25 C 3.2413 0.8242 -0.1859  C24 1.376, C26 1.433, C40 1.487
26 C 4.1059 -0.3149 -0.2750  C25 1.433, C27 1.396, C34 1.459
27 C 3.2985 -1.4221 -0.5404  C26 1.396, N28 1.346, C30 1.488
28 N 2.0272 -0.9836 -0.6005  C24 1.372, C27 1.346, H29 1.008
29 H 1.2171 -1.5358 -0.8357  N28 1.008
30 C 3.5859 -2.8717 -0.7103  C27 1.488, H31 1.089, H32 1.088, H33 1.089
31 H 4.1965 -3.0527 -1.5934  C30 1.089
32 H 2.6517 -3.4183 -0.8251  C30 1.088
33 H 4.1142 -3.2731 0.1529  C30 1.089
34 C 5.5536 -0.2327 -0.1137  C26 1.459, O35 1.216, C36 1.514
35 O 6.1057 0.7761 0.2809  C34 1.216
36 C 6.3668 -1.4589 -0.4702  C34 1.514, H37 1.087, H38 1.087, H39 1.086
37 H 6.1556 -2.2646 0.2279  C36 1.087
38 H 7.4231 -1.2078 -0.4091  C36 1.087
39 H 6.1310 -1.7942 -1.4762  C36 1.086
40 C 3.6821 2.2353 -0.0236  C25 1.487, H41 1.087, H42 1.088, H43 1.089
41 H 2.8821 2.9188 -0.2954  C40 1.087
42 H 4.5468 2.4213 -0.6568  C40 1.088
43 H 3.9967 2.4302 1.0010  C40 1.089
44 C 0.9159 2.2160 1.5993  N21 1.442, H45 1.093, H46 1.092, H47 1.086
45 H 1.3020 3.2379 1.6349  C44 1.093
46 H 0.1984 2.0791 2.4109  C44 1.092
47 H 1.7382 1.5206 1.7376  C44 1.086
48 H -0.9205 3.2718 -0.7663  C20 1.096
49 H -1.1997 3.2662 0.9895  C20 1.092
50 H -2.9069 2.7876 -1.7789  C6 1.079
51 H -4.8340 1.3531 -2.1480  C5 1.077
52 H -7.1356 -1.3400 -1.5970  C1 1.089
53 H -5.8965 -0.6351 -2.6647  C1 1.095

E_HOMO = -8.0 eV
SMILES = COc1ccc(CN(C)C(=O)c2[nH]c(C)c(C(C)=O)c2C)c(OC)c1OC
Energy relative to the best compared isomer or geometry (same formula, charge and spin) = 289.8 kJ/mol
Total energy = -1263.3974 hartree

Electronic structure analysis, Mulliken charges in units of e: -0.9908, 0.3678, -0.4058, 1.2328, -0.7215, -1.5339, 0.6545, 0.4158, 0.8404, -0.4886, -0.8058, 0.2460, 0.2860, 0.3490, -0.5025, -0.8812, 0.2959, 0.2852, 0.2817, -1.2519, 0.3642, 0.5022, -0.6938, -0.5480, 1.0623, 0.2784, 0.0731, 0.1224, 0.2871, -1.5671, 0.3251, 0.3340, 0.3343, 0.9409, -0.6392, -1.3611, 0.3252, 0.3698, 0.3141, -1.7721, 0.3727, 0.5050, 0.2820, -1.2220, 0.3208, 0.3978, 0.4464, 0.3885, 0.4037, 0.3402, 0.4056, 0.2519, 0.3826

---

DFT (ωB97M-V with the def2-TZVPD basis set) results for an isolated molecule of C20H26N2O5.

Last columns: bonded neighbours and bond lengths (Å).
CARTESIAN COORDINATES (ANGSTROEM)
1 C 7.4281 0.3106 -1.5994  C2 1.522, H51 1.087, H52 1.086, H53 1.088
2 C 7.4121 -0.9092 -0.6894  C1 1.522, H3 1.092, H4 1.095, O5 1.429
3 H 8.3364 -0.9838 -0.1133  C2 1.092
4 H 7.2632 -1.8200 -1.2784  C2 1.095
5 O 6.3739 -0.8157 0.2882  C2 1.429, C6 1.335
6 C 5.1447 -1.1762 -0.0895  O5 1.335, O7 1.203, C8 1.522
7 O 4.8774 -1.6102 -1.1796  C6 1.203
8 C 4.1581 -0.9968 1.0549  C6 1.522, C9 1.531, C43 1.535, H50 1.096
9 C 2.7407 -1.3909 0.6322  C8 1.531, H10 1.090, H11 1.091, C12 1.531
10 H 2.7552 -2.3721 0.1573  C9 1.090
11 H 2.1074 -1.4416 1.5193  C9 1.091
12 C 2.1631 -0.3718 -0.3537  C9 1.531, N13 1.443, H48 1.090, H49 1.096
13 N 2.2312 0.9600 0.1968  C12 1.443, C14 1.352, C42 1.446
14 C 1.1856 1.7822 0.4383  N13 1.352, O15 1.219, C16 1.497
15 O 1.3321 2.9206 0.8487  C14 1.219
16 C -0.1788 1.2250 0.1745  C14 1.497, C17 1.390, C21 1.391
17 C -0.9655 1.7823 -0.8267  C16 1.390, C18 1.380, H41 1.079
18 C -2.2515 1.3278 -1.0373  C17 1.380, C19 1.394, H40 1.081
19 C -2.7815 0.3172 -0.2366  C18 1.394, C20 1.392, N24 1.394
20 C -2.0052 -0.2274 0.7828  C19 1.392, C21 1.382, H23 1.077
21 C -0.7159 0.2276 0.9810  C16 1.391, C20 1.382, H22 1.080
22 H -0.1239 -0.1908 1.7816  C21 1.080
23 H -2.4177 -1.0000 1.4098  C20 1.077
24 N -4.0870 -0.1011 -0.4908  C19 1.394, C25 1.351, H39 1.016
25 C -4.8208 -1.0591 0.1175  N24 1.351, O26 1.212, C27 1.543
26 O -4.4678 -1.7660 1.0368  C25 1.212
27 C -6.2277 -1.1957 -0.5013  C25 1.543, C28 1.531, O35 1.421, H38 1.097
28 C -7.2921 -1.1953 0.5986  C27 1.531, H29 1.087, C30 1.527, H37 1.090
29 H -6.8981 -1.6177 1.5200  C28 1.087
30 C -7.6173 0.2931 0.6958  C28 1.527, H31 1.087, C32 1.527, H36 1.091
31 H -8.6009 0.4908 1.1138  C30 1.087
32 C -7.5136 0.7239 -0.7660  C30 1.527, H33 1.093, H34 1.098, O35 1.424
33 H -7.2070 1.7658 -0.8894  C32 1.093
34 H -8.4667 0.5727 -1.2888  C32 1.098
35 O -6.5303 -0.1111 -1.3685  C27 1.421, C32 1.424
36 H -6.8640 0.8037 1.2974  C30 1.091
37 H -8.1687 -1.7620 0.2845  C28 1.090
38 H -6.2319 -2.1229 -1.0872  C27 1.097
39 H -4.5774 0.3788 -1.2408  N24 1.016
40 H -2.8562 1.7583 -1.8231  C18 1.081
41 H -0.5614 2.5736 -1.4399  C17 1.079
42 C 3.5754 1.3862 0.5174  N13 1.446, C43 1.528, H46 1.092, H47 1.097
43 C 4.1767 0.4508 1.5646  C8 1.535, C42 1.528, H44 1.090, H45 1.092
44 H 5.1983 0.7537 1.7929  C43 1.090
45 H 3.5838 0.5131 2.4791  C43 1.092
46 H 3.5158 2.4089 0.8949  C42 1.092
47 H 4.1854 1.3737 -0.3939  C42 1.097
48 H 1.1297 -0.6211 -0.5950  C12 1.090
49 H 2.7529 -0.4023 -1.2768  C12 1.096
50 H 4.5025 -1.6580 1.8582  C8 1.096
51 H 6.5112 0.3523 -2.1822  C1 1.087
52 H 8.2722 0.2462 -2.2798  C1 1.086
53 H 7.5158 1.2199 -1.0093  C1 1.088

E_HOMO = -8.5 eV
SMILES = CCOC(=O)C1CCN(C(=O)c2ccc(NC(=O)[C@H]3CCCO3)cc2)CC1
Energy relative to the best compared isomer or geometry (same formula, charge and spin) = 46.6 kJ/mol
Total energy = -1263.4900 hartree

Electronic structure analysis, Mulliken charges in units of e: -1.0933, -0.2540, 0.3191, 0.3181, -0.3323, 0.2174, -0.6057, 0.2830, -0.8194, 0.3863, 0.3344, -0.7516, 0.1064, 0.3817, -0.6825, 0.0420, -0.7461, -0.8383, 0.9269, -0.4351, -0.2745, 0.4431, 0.5402, -0.1076, 0.1860, -0.6765, 0.4084, -0.7945, 0.3754, -0.5782, 0.3805, -0.4290, 0.2922, 0.3056, -0.5791, 0.2579, 0.3412, 0.3042, 0.1624, 0.3559, 0.4537, -0.9405, -1.0719, 0.4716, 0.4425, 0.4482, 0.3655, 0.4251, 0.3261, 0.4332, 0.2946, 0.3923, 0.2893

---

DFT (ωB97M-V with the def2-TZVPD basis set) results for an isolated molecule of C20H26N2O5S.

Last columns: bonded neighbours and bond lengths (Å).
CARTESIAN COORDINATES (ANGSTROEM)
1 C -1.5965 -0.2097 3.1937  C2 1.319, H53 1.077, H54 1.078
2 C -1.5180 0.7762 2.3208  C1 1.319, C3 1.504, H52 1.080
3 C -2.7095 1.3496 1.6045  C2 1.504, N4 1.451, H50 1.098, H51 1.094
4 N -2.5676 1.5922 0.1811  C3 1.451, C5 1.445, C36 1.453
5 C -2.5754 0.4289 -0.6754  N4 1.445, C6 1.503, H34 1.096, H35 1.094
6 C -1.2926 -0.3339 -0.8515  C5 1.503, C7 1.373, N10 1.363
7 C -0.8569 -0.9700 -1.9872  C6 1.373, O8 1.355, C30 1.483
8 O 0.3361 -1.5444 -1.6988  C7 1.355, C9 1.346
9 C 0.5851 -1.2382 -0.4122  O8 1.346, N10 1.306, C11 1.445
10 N -0.3613 -0.5168 0.1268  C6 1.363, C9 1.306
11 C 1.7750 -1.6823 0.2779  C9 1.445, C12 1.388, C16 1.410
12 C 1.8818 -1.4017 1.6334  C11 1.388, C13 1.390, H29 1.076
13 C 2.9883 -1.8061 2.3716  C12 1.390, C14 1.389, O24 1.365
14 C 4.0026 -2.5027 1.7274  C13 1.389, C15 1.387, H23 1.078
15 C 3.9071 -2.7836 0.3722  C14 1.387, C16 1.387, H22 1.078
16 C 2.8078 -2.3863 -0.3745  C11 1.410, C15 1.387, O17 1.360
17 O 2.6523 -2.6237 -1.7045  C16 1.360, C18 1.405
18 C 3.6625 -3.3198 -2.3898  O17 1.405, H19 1.095, H20 1.095, H21 1.089
19 H 3.8007 -4.3297 -1.9895  C18 1.095
20 H 4.6163 -2.7824 -2.3590  C18 1.095
21 H 3.3218 -3.3867 -3.4219  C18 1.089
22 H 4.7160 -3.3253 -0.0918  C15 1.078
23 H 4.8786 -2.8384 2.2592  C14 1.078
24 O 2.9789 -1.4780 3.6969  C13 1.365, C25 1.406
25 C 4.0679 -1.8781 4.4911  O24 1.406, H26 1.095, H27 1.095, H28 1.089
26 H 4.1740 -2.9679 4.5112  C25 1.095
27 H 5.0056 -1.4285 4.1474  C25 1.095
28 H 3.8469 -1.5211 5.4958  C25 1.089
29 H 1.0809 -0.8658 2.1131  C12 1.076
30 C -1.4294 -1.0992 -3.3488  C7 1.483, H31 1.090, H32 1.089, H33 1.087
31 H -2.2026 -1.8675 -3.3708  C30 1.090
32 H -1.8759 -0.1548 -3.6579  C30 1.089
33 H -0.6430 -1.3786 -4.0451  C30 1.087
34 H -3.3240 -0.2536 -0.2581  C5 1.096
35 H -2.9173 0.7233 -1.6722  C5 1.094
36 C -1.7638 2.7552 -0.1545  N4 1.453, C37 1.518, C44 1.552, H49 1.099
37 C -0.9743 2.6641 -1.4478  C36 1.518, H38 1.086, H39 1.083, S40 1.827
38 H -0.1877 3.4117 -1.4842  C37 1.086
39 H -0.5732 1.6809 -1.6588  C37 1.083
40 S -2.1752 3.1332 -2.7419  C37 1.827, O41 1.443, O42 1.438, C43 1.825
41 O -2.6188 1.9845 -3.4939  S40 1.443
42 O -1.6476 4.2300 -3.5078  S40 1.438
43 C -3.4857 3.7302 -1.6203  S40 1.825, C44 1.511, H47 1.085, H48 1.084
44 C -2.7113 3.9695 -0.3449  C36 1.552, C43 1.511, H45 1.091, H46 1.090
45 H -2.1202 4.8821 -0.4362  C44 1.091
46 H -3.3759 4.0636 0.5134  C44 1.090
47 H -4.2195 2.9386 -1.5143  C43 1.085
48 H -3.9265 4.6233 -2.0477  C43 1.084
49 H -1.0710 2.9736 0.6702  C36 1.099
50 H -2.9616 2.3119 2.0698  C3 1.098
51 H -3.5683 0.6869 1.7433  C3 1.094
52 H -0.5669 1.2375 2.0991  C2 1.080
53 H -0.7334 -0.5842 3.7169  C1 1.077
54 H -2.5350 -0.6881 3.4247  C1 1.078

E_HOMO = -7.7 eV
SMILES = C=CCN(Cc1nc(-c2cc(OC)ccc2OC)oc1C)[C@@H]1CCS(=O)(=O)C1
Energy relative to the best compared isomer or geometry (same formula, charge and spin) = 395.7 kJ/mol
Total energy = -1661.5309 hartree

Electronic structure analysis, Mulliken charges in units of e: -0.8244, 0.2499, -0.9550, 0.5693, -1.4084, 0.3084, 0.7442, -0.3744, 0.6236, -0.1657, 0.5547, -0.4065, 0.6633, -0.8048, -0.9169, 0.3158, -0.3867, -0.9819, 0.3637, 0.3548, 0.2720, 0.3915, 0.3750, -0.4366, -0.9111, 0.3563, 0.3464, 0.2353, 0.3895, -1.4004, 0.2792, 0.2557, 0.3482, 0.5369, 0.2109, -0.2636, -0.7114, 0.4502, 0.1883, 1.0284, -0.6528, -0.7224, -0.7936, -0.8842, 0.4350, 0.3569, 0.3157, 0.5337, 0.4822, 0.2852, 0.4487, 0.1687, 0.2864, 0.2768

---

DFT (ωB97M-V with the def2-TZVPD basis set) results for the ion C20H26N3O with charge +1.

Last columns: bonded neighbours and bond lengths (Å).
CARTESIAN COORDINATES (ANGSTROEM)
1 N -0.1652 2.3630 0.8005  C7 1.402, C13 1.323
2 O 0.2080 -0.2405 -0.3052  C8 1.402, C14 1.344
3 C -1.8410 2.7918 -0.9738  C4 1.407, C7 1.424, H25 1.090
4 C -2.5839 2.3718 -2.0925  C3 1.407, C9 1.401, H26 1.093
5 C -1.4561 0.2739 -1.9634  C8 1.393, C9 1.417, H27 1.104
6 C 2.4858 1.0286 2.9313  C10 1.402, C11 1.404, H28 1.095
7 C -0.9341 1.9334 -0.2900  N1 1.402, C3 1.424, C8 1.407
8 C -0.7503 0.6433 -0.8201  O2 1.402, C5 1.393, C7 1.407
9 C -2.4196 1.0831 -2.6160  C4 1.401, C5 1.417, N15 1.422
10 C 2.6666 -0.2546 2.3956  C6 1.402, C12 1.393, N16 1.436
11 C 1.5529 1.9004 2.3470  C6 1.404, C13 1.414, H29 1.058
12 C 1.9054 -0.5953 1.2798  C10 1.393, C14 1.394, H30 1.087
13 C 0.7262 1.5048 1.2698  N1 1.323, C11 1.414, C14 1.400
14 C 0.9202 0.2264 0.7341  O2 1.344, C12 1.394, C13 1.400
15 N -3.2396 0.5855 -3.6652  C9 1.422, C21 1.501, C22 1.450
16 N 3.6759 -1.1031 2.9650  C10 1.436, C23 1.486, C24 1.468
17 C -4.1831 -1.5136 -2.7426  C21 1.539, H31 1.087, H32 1.101, H33 1.092
18 C -5.5484 1.3727 -3.8673  C22 1.537, H34 1.111, H35 1.098, H36 1.078
19 C 6.0374 -1.4625 2.1436  C23 1.527, H37 1.095, H38 1.091, H39 1.094
20 C 2.7037 -1.9074 5.0414  C24 1.511, H40 1.082, H41 1.096, H42 1.087
21 C -3.3456 -0.8963 -3.8767  N15 1.501, C17 1.539, H43 1.115, H44 1.099
22 C -4.1304 1.4094 -4.4596  N15 1.450, C18 1.537, H45 1.093, H46 1.087
23 C 4.5691 -1.8723 2.0597  N16 1.486, C19 1.527, H47 1.101, H48 1.083
24 C 3.9174 -1.2726 4.4032  N16 1.468, C20 1.511, H49 1.111, H50 1.071
25 H -2.0351 3.7862 -0.5706  C3 1.090
26 H -3.2650 3.1143 -2.5157  C4 1.093
27 H -1.2301 -0.7441 -2.3247  C5 1.104
28 H 3.1342 1.3619 3.7481  C6 1.095
29 H 1.4908 2.8892 2.7175  C11 1.058
30 H 2.0595 -1.6025 0.9002  C12 1.087
31 H -4.1282 -2.5954 -2.8284  C17 1.087
32 H -5.2353 -1.1958 -2.8103  C17 1.101
33 H -3.8102 -1.1950 -1.7668  C17 1.092
34 H -5.4777 1.5901 -2.7805  C18 1.111
35 H -6.0218 0.4020 -4.0657  C18 1.098
36 H -6.1664 2.0912 -4.3819  C18 1.078
37 H 6.5317 -1.8032 3.0591  C19 1.095
38 H 6.1625 -0.3822 2.0549  C19 1.091
39 H 6.5698 -1.8928 1.2896  C19 1.094
40 H 1.7883 -1.3770 4.8147  C20 1.082
41 H 2.8256 -1.9311 6.1304  C20 1.096
42 H 2.5998 -2.9134 4.6424  C20 1.087
43 H -3.8498 -1.1664 -4.8338  C21 1.115
44 H -2.3369 -1.3269 -3.9494  C21 1.099
45 H -3.8003 2.4469 -4.5590  C22 1.093
46 H -4.2030 1.0211 -5.4723  C22 1.087
47 H 4.4471 -2.9453 2.2732  C23 1.101
48 H 4.2873 -1.7462 1.0214  C23 1.083
49 H 4.7828 -1.9279 4.6391  C24 1.111
50 H 4.1092 -0.3275 4.8697  C24 1.071

E_HOMO = -10.7 eV
Total charge = +1
SMILES = CCN(CC)c1ccc2nc3ccc(=[N+](CC)CC)cc-3oc2c1
Energy relative to the best compared isomer or geometry (same formula, charge and spin) = 182.8 kJ/mol
Total energy = -1016.9397 hartree

Electronic structure analysis, Mulliken charges in units of e: -0.5071, -0.2692, -1.1818, -0.4721, -0.4981, -0.6393, -0.0589, 0.3131, 1.3770, 0.5792, -0.8000, -0.8901, 0.5107, 0.6106, 0.1319, 0.3660, -0.8977, -0.9851, -1.1756, -1.1275, -0.7648, -0.7698, -0.6796, -0.5507, 0.4182, 0.3309, 0.3239, 0.3716, 0.5235, 0.5148, 0.3799, 0.2612, 0.2924, 0.2905, 0.2845, 0.3962, 0.3444, 0.3080, 0.3772, 0.2975, 0.3898, 0.3089, 0.3489, 0.3771, 0.4380, 0.3550, 0.3206, 0.4445, 0.3364, 0.3451